# 1
Density functional theory data (wB97M-V/def2-TZVPD) for C49H56BiBrIN4O2PSSe2Te as an isolated structure.

```
! RIJCOSX wB97M-V def2-TZVPD def2/J DEFGRID3
* xyz 0 1
Bi -1.209 0.288 -0.187
I 4.230 -2.026 -3.039
Te -1.558 2.747 -1.513
Br -0.182 -1.412 2.401
Se -3.071 -0.984 -2.229
Se -3.583 -1.703 1.386
S -0.348 -3.671 -0.987
P -4.042 -2.163 -0.652
O -2.132 1.350 2.050
O 0.749 0.992 0.586
N -4.094 1.618 0.139
N 2.222 -4.075 -0.534
N 0.425 -0.637 -1.837
N 0.134 -1.154 -3.035
C -3.164 -5.740 -2.477
C 2.054 4.436 -3.378
C -3.352 -4.384 -2.244
C 0.857 -4.684 1.280
C 1.726 -0.821 -1.660
C 0.942 -4.168 -0.054
C 0.460 4.988 -1.172
C 1.970 -5.048 1.969
C 1.212 -1.671 -3.635
C 2.992 1.103 1.399
C -8.057 -1.444 -0.218
C 3.401 6.537 -3.047
C 2.544 -1.142 3.005
C 3.263 -4.926 1.394
C 1.037 3.550 -3.043
C 1.494 5.843 -1.548
C -5.305 3.155 1.507
C -5.832 -1.981 -0.965
C 4.524 -1.127 5.333
C 2.307 3.478 0.995
C -6.378 3.124 0.635
C -6.335 -2.252 -2.239
C 3.989 0.543 2.193
C 4.698 2.899 0.826
C -0.356 5.360 0.042
C 0.871 2.321 -3.893
C 3.811 -0.581 2.994
C 0.230 3.828 -1.931
C -4.180 2.397 1.215
C 3.348 -4.430 0.140
C 2.270 -1.466 -2.777
C -8.553 -1.713 -1.483
C -3.351 -6.655 -1.453
C 5.153 -2.642 3.447
C 1.702 0.505 1.385
C 6.245 -0.425 3.686
C 3.160 2.086 -0.920
C -5.135 1.593 -0.698
C -2.983 2.480 2.130
C 1.531 -0.602 2.232
C 3.283 2.369 0.583
C -3.731 -6.213 -0.193
C 2.298 5.591 -2.648
C -6.293 2.327 -0.495
C -7.689 -2.119 -2.496
C -6.697 -1.580 0.043
C 4.927 -1.180 3.852
C -3.919 -4.859 0.044
C -3.731 -3.936 -0.982
H -3.330 2.622 3.156
H 1.155 -2.152 -4.597
H 5.324 -1.530 5.960
H -2.856 -6.078 -3.459
H -0.842 -1.252 -3.290
H -6.298 -1.370 1.028
H 3.400 2.989 -1.488
H 0.296 1.564 -3.373
H -5.027 0.952 -1.564
H -2.372 3.343 1.862
H 4.834 3.809 0.237
H 5.463 2.184 0.512
H 3.458 7.386 -2.367
H 4.250 -3.238 3.597
H 1.676 6.732 -0.953
H 1.847 1.901 -4.150
H 2.686 4.204 -4.231
H -3.174 -3.668 -3.035
H 4.155 -5.205 1.932
H 4.279 -4.283 -0.387
H 2.510 4.383 0.415
H 5.427 -2.712 2.391
H 4.372 6.037 -3.048
H 3.621 -1.711 5.523
H -5.335 3.757 2.407
H -1.338 5.747 -0.239
H -9.612 -1.609 -1.685
H 0.348 2.558 -4.824
H 4.960 1.013 2.187
H 2.150 1.782 -1.184
H 1.278 3.176 0.815
H -7.106 2.261 -1.205
H 4.328 -0.098 5.642
H 2.318 -2.005 3.620
H -8.074 -2.332 -3.485
H 7.009 -0.883 4.319
H 5.955 -3.084 4.044
H -4.192 -4.511 1.032
H -5.661 -2.554 -3.032
H 1.872 -5.437 2.976
H 6.152 0.621 3.984
H -7.269 3.705 0.839
H -2.655 0.553 2.251
H 2.300 -3.695 -1.468
H 4.869 3.155 1.875
H -3.868 -6.922 0.613
H 2.220 -0.498 -0.758
H 6.601 -0.458 2.654
H -0.133 -4.768 1.704
H 3.233 6.922 -4.054
H 3.860 1.298 -1.221
H -8.726 -1.126 0.572
H 2.424 3.711 2.057
H 0.161 6.130 0.616
H -0.522 4.498 0.685
H -3.199 -7.712 -1.635
*
```

Properties
energy above the lowest of the compared OMol25 structures with the same formula, charge and spin	13.8	kJ/mol
highest occupied orbital energy	-7.3	eV
frontier orbital gap	7.467	eV

# 2
Density functional theory data (wB97M-V/def2-TZVPD) for C49H56Cl2N3O2ReSi as an isolated structure.

```
! RIJCOSX wB97M-V def2-TZVPD def2/J DEFGRID3
* xyz 1 4
Re 0.372 -0.204 -1.048
Cl -0.427 -4.705 -1.314
Cl 1.974 -3.873 0.119
Si 3.460 1.131 -1.663
O 2.286 -2.798 -3.102
O 0.516 -1.967 -2.003
N -1.367 -1.433 -0.396
N 0.472 -0.629 1.358
N 1.058 2.191 -0.814
C -4.820 2.006 0.575
C 2.632 0.430 -4.290
C -1.546 -1.810 0.880
C 0.125 -0.828 4.136
C 0.723 2.947 -2.095
C 5.638 1.077 0.169
C 7.959 0.979 -0.431
C 3.482 2.805 -5.453
C -4.020 -5.297 1.430
C -5.520 -3.294 1.671
C -5.426 -4.547 -0.483
C -1.495 -0.431 5.991
C -2.547 1.212 0.526
C -0.788 -1.375 3.236
C -2.510 1.286 -0.892
C -3.689 1.718 -1.550
C -0.007 -2.454 5.998
C 3.244 1.399 -3.493
C 1.353 -0.108 2.210
C -2.664 1.342 -3.699
C 2.530 2.391 -0.603
C 1.253 -4.180 -1.479
C 0.568 4.309 0.496
C -3.257 -2.748 -1.021
C 1.226 -0.183 3.583
C 5.261 1.097 -1.178
C -4.827 2.085 -0.787
C -1.494 0.903 -3.038
C -3.660 1.556 1.238
C -0.590 -1.266 1.871
C 2.860 1.835 -6.229
C 3.673 2.585 -4.098
C -3.468 -3.152 0.291
C -4.603 -4.071 0.714
C 0.341 2.810 0.342
C 2.489 -0.296 -0.995
C 7.608 0.994 -1.772
C -2.572 -2.665 1.238
C 6.970 1.020 0.544
C 0.282 5.050 -0.827
C -2.203 -1.912 -1.320
C 2.441 0.647 -5.650
C -0.255 4.090 -1.885
C -3.736 1.751 -2.967
C -0.101 -0.964 5.634
C 0.942 -0.189 6.440
C -1.367 0.895 -1.666
C 1.399 -2.886 -2.296
C 6.271 1.053 -2.140
H 1.948 -0.584 6.288
H -0.718 2.643 0.204
H 2.772 2.160 0.441
H 6.012 1.063 -3.193
H 1.987 0.270 4.200
H 0.648 2.272 1.240
H -0.669 0.564 -3.661
H 0.974 -2.860 5.745
H -0.163 -2.582 7.070
H -1.649 -0.507 7.068
H 8.376 0.959 -2.534
H -2.017 -1.603 -2.337
H -5.697 2.284 1.145
H 2.319 -0.513 -3.857
H -0.110 4.648 1.282
H -1.245 3.715 -1.618
H 4.167 3.350 -3.505
H 0.371 2.253 -2.847
H 2.713 2.003 -7.288
H 7.241 1.008 1.592
H 2.782 -0.287 0.062
H -2.291 -0.998 5.507
H -2.671 -2.966 2.269
H -4.814 -5.097 -1.202
H 3.821 3.728 -5.906
H -1.660 0.890 1.060
H 2.205 0.400 1.775
H -6.210 -5.219 -0.136
H -3.890 -3.083 -1.828
H -3.348 -5.853 0.774
H 0.940 0.873 6.189
H -4.829 -5.963 1.731
H 9.001 0.934 -0.143
H 1.200 5.505 -1.206
H -5.711 2.423 -1.314
H 1.576 4.520 0.856
H -3.649 1.490 2.319
H -4.996 -3.007 2.585
H -5.910 -3.716 -1.000
H -2.696 1.346 -4.781
H 1.655 3.360 -2.478
H -0.421 5.867 -0.666
H -0.368 4.602 -2.843
H -4.645 2.089 -3.450
H -1.600 0.618 5.708
H 1.973 -0.117 -6.257
H 1.811 -4.978 -1.953
H 2.773 3.444 -0.754
H 2.835 -1.252 -1.390
H -3.467 -5.024 2.330
H -1.668 -1.876 3.609
H -0.763 -3.044 5.477
H 0.715 -0.277 7.502
H -5.903 -2.388 1.199
H -6.369 -3.917 1.955
H 4.881 1.105 0.949
*
```

Properties
energy above the lowest of the compared OMol25 structures with the same formula, charge and spin	0.0	kJ/mol
<S²>	3.782
highest occupied orbital energy (alpha / beta)	-10.4 / -10.6	eV
frontier orbital gap (alpha / beta)	7.515 / 7.217	eV

# 3
Density functional theory data (wB97M-V/def2-TZVPD) for C49H58N4O9S3SbTl as an isolated structure in a non-equilibrium geometry.

```
! RIJCOSX wB97M-V def2-TZVPD def2/J DEFGRID3
* xyz 0 1
Tl 0.274 -1.421 -0.200
Sb 1.482 2.213 3.456
S 3.648 -2.537 1.598
S 3.039 -1.513 3.239
S 2.247 -4.233 1.761
O -0.455 1.809 1.748
O 1.759 -3.502 -1.612
O 2.043 1.738 0.634
O -2.079 0.437 1.327
O 1.018 -3.724 1.149
O 1.031 -0.096 3.513
O 2.894 -5.232 0.950
O -2.365 2.033 2.763
O 2.186 -4.448 3.179
N -0.179 -0.496 -2.886
N -1.668 1.417 1.957
N 1.591 -0.925 2.760
N -1.872 -2.636 -1.697
C -5.639 -2.739 0.091
C -2.181 2.272 -4.102
C -2.113 -3.801 0.941
C -1.385 3.450 6.562
C -3.114 -2.672 -1.121
C -4.266 -2.193 -1.821
C 2.943 4.629 2.188
C 0.582 0.688 -2.893
C 0.608 3.098 -2.760
C 3.807 -0.688 -1.833
C -0.050 -1.365 -3.801
C 1.679 4.096 2.416
C -1.619 -3.183 -2.912
C -4.523 -3.185 0.778
C -2.247 -4.417 -3.220
C 3.750 1.192 5.278
C 1.995 0.671 -2.942
C 1.991 3.095 -2.846
C 0.541 4.760 1.980
C -2.154 2.924 -1.676
C 3.488 1.701 4.009
C 1.934 6.464 1.001
C 2.669 1.891 -2.917
C -0.109 1.911 -2.765
C 0.674 5.949 1.275
C 5.030 0.760 5.596
C -0.682 -2.677 -3.855
C -5.498 -2.239 -1.195
C 0.809 3.808 7.471
C -4.772 -0.125 -3.153
C -0.962 -4.672 -5.227
C 3.558 -0.720 -4.335
C 3.066 5.812 1.470
C -3.264 -3.162 0.206
C -2.320 -5.313 1.084
C -4.172 -1.535 -3.187
C 2.816 -0.607 -2.998
C -4.865 -2.390 -4.255
C -1.623 1.932 -2.714
C 1.374 3.314 6.304
C 0.550 2.858 5.275
C 4.490 1.716 3.041
C -0.831 2.931 5.399
C 5.767 1.281 3.366
C 6.041 0.815 4.646
C -0.382 -3.443 -4.983
C -1.913 -3.162 2.322
C -1.908 -5.157 -4.329
C -0.571 3.878 7.601
H -4.392 -3.369 -4.324
H 4.298 0.076 -4.442
H 1.511 -3.978 -0.804
H -2.095 3.953 -2.041
H -5.858 -0.159 -3.054
H 2.156 -1.467 -2.910
H -1.586 2.852 -0.753
H 3.285 -0.757 -0.877
H -1.956 0.929 -2.442
H -2.391 -6.109 -4.509
H 5.235 0.363 6.582
H -1.208 -3.664 0.356
H -2.462 3.522 6.651
H -4.797 -1.908 -5.233
H -0.441 4.352 2.189
H -0.702 -5.235 -6.112
H 7.038 0.475 4.892
H 2.342 1.910 -0.268
H -4.367 0.437 -2.309
H -3.125 -1.439 -3.467
H -1.011 4.260 8.513
H 4.429 -1.582 -1.936
H -2.961 -4.802 -2.502
H 0.330 -3.046 -5.697
H -1.479 2.592 4.602
H 2.451 3.295 6.203
H 4.050 6.218 1.270
H 4.260 2.037 2.033
H -1.763 3.216 -4.459
H 2.540 4.028 -2.866
H 4.472 0.177 -1.802
H -6.376 -1.877 -1.716
H 2.866 -0.649 -5.177
H -3.266 2.376 -4.062
H 4.077 -1.679 -4.395
H -1.904 -2.072 2.247
H -1.458 -5.746 1.594
H -6.616 -2.779 0.556
H -3.213 -5.537 1.671
H 3.828 4.140 2.571
H 2.034 7.376 0.426
H 3.751 1.896 -2.989
H 1.453 4.143 8.275
H -4.638 -3.580 1.781
H 0.552 -1.132 -4.690
H -1.928 1.491 -4.824
H -3.201 2.713 -1.451
H -0.212 6.471 0.934
H 2.718 -3.581 -1.657
H -2.424 -5.787 0.105
H -2.707 -3.456 3.011
H 2.960 1.116 6.015
H 0.083 4.044 -2.706
H -5.920 -2.535 -4.015
H 1.086 1.916 0.636
H 6.547 1.290 2.615
H -4.531 0.409 -4.074
H -0.956 -3.482 2.735
*
```

Properties
energy above the lowest of the compared OMol25 structures with the same formula, charge and spin	0.0	kJ/mol
highest occupied orbital energy (alpha / beta)	-7.6 / -8.1	eV
frontier orbital gap (alpha / beta)	5.603 / 6.154	eV

# 4
Density functional theory data (wB97M-V/def2-TZVPD) for C49H59CrN3O5P2S2Si as an isolated structure.

```
! RIJCOSX wB97M-V def2-TZVPD def2/J DEFGRID3
* xyz 1 4
Cr -1.517 -0.153 -0.963
S -4.322 1.116 -0.321
S 4.096 -2.159 4.400
P -1.152 -1.105 1.297
P 0.761 -1.132 -0.713
Si -0.108 3.070 -0.885
O -5.549 0.548 0.164
O -3.479 1.764 0.658
O -1.575 0.170 -3.065
O -3.495 0.046 -1.051
O -0.848 1.599 -0.972
N -2.619 -4.235 -1.821
N -2.069 -2.119 -1.613
N 0.263 -1.895 0.736
C 3.619 2.675 -3.746
C 4.880 0.629 0.254
C -0.602 -0.704 5.317
C -2.322 4.794 -0.807
C 0.687 1.017 4.237
C 2.389 -0.409 -0.419
C 1.396 -1.835 -3.267
C 1.181 -3.737 -1.819
C 2.749 -2.940 3.486
C 0.330 4.632 3.513
C -3.380 -3.540 -2.738
C 1.465 2.928 -1.926
C 0.297 0.352 5.391
C -4.657 -3.886 2.310
C 1.668 -2.674 -4.338
C -3.724 -1.727 1.821
C -0.276 5.678 -1.907
C -1.858 -3.347 -1.179
C -4.821 -2.522 2.124
C 1.456 -4.579 -2.891
C -3.046 -2.237 -2.597
C -2.297 -3.665 1.891
C -2.607 -5.676 -1.602
C -2.458 -2.293 1.694
C 3.728 1.336 0.566
C 2.489 0.822 0.219
C -0.800 3.954 3.080
C 2.563 3.797 -1.894
C 1.335 4.294 1.352
C -0.857 3.441 1.790
C 0.204 3.606 0.889
C 1.405 4.793 2.648
C 1.135 -2.360 -2.000
C -4.765 2.267 -1.587
C -1.099 -1.112 4.087
C 4.793 -0.584 -0.421
C 1.485 1.945 -2.921
C -0.689 -0.464 2.922
C 0.187 0.614 3.010
C 3.553 -1.102 -0.758
C 1.690 -4.051 -4.152
C -1.630 3.934 -3.070
C -1.134 4.422 -1.703
C 1.045 -2.762 1.655
C -3.393 -4.455 2.199
C 3.625 3.672 -2.779
C 5.438 -2.413 3.225
C 2.261 -2.108 2.307
C 2.537 1.810 -3.819
H -0.852 -0.189 -3.597
H 0.567 5.501 -2.578
H 1.905 -4.708 -4.985
H 0.483 1.149 2.122
H -0.918 -1.216 6.218
H 6.346 -2.028 3.689
H -1.158 -3.626 -0.414
H 5.693 -1.126 -0.686
H 2.187 4.461 0.702
H 1.498 -5.651 -2.736
H -2.680 -5.885 -0.536
H -3.869 -0.663 1.683
H 0.360 -3.053 2.454
H 0.113 6.057 -0.957
H -4.097 -4.030 -3.377
H 1.873 -2.254 -5.315
H 5.850 1.029 0.522
H 1.368 1.856 4.287
H -1.321 -4.132 1.816
H -0.886 6.475 -2.349
H 1.011 -4.171 -0.842
H -5.705 1.926 -2.017
H -1.988 5.337 0.080
H 3.498 -2.048 -1.281
H 0.685 0.664 6.353
H 5.578 -3.474 3.020
H -3.447 -1.379 -3.102
H 5.272 -1.870 2.294
H -0.802 3.780 -3.769
H 3.787 2.296 1.067
H -2.313 4.663 -3.519
H 1.600 1.394 0.442
H 1.436 -0.759 -3.409
H -1.750 2.919 1.474
H 1.334 -3.681 1.140
H 0.647 1.258 -2.980
H -1.799 -1.938 4.044
H 3.079 -3.932 3.164
H -1.643 3.818 3.748
H 1.997 -1.113 2.663
H -1.516 1.137 -3.131
H 2.515 1.036 -4.578
H 4.459 4.362 -2.720
H 4.442 2.584 -4.444
H 1.945 -3.084 4.212
H 2.291 5.325 2.975
H -3.990 2.299 -2.350
H -5.799 -2.065 2.197
H -2.868 3.921 -0.454
H 3.067 -1.988 1.588
H -3.015 5.447 -1.352
H 2.605 4.605 -1.172
H 0.375 5.034 4.519
H -3.259 -5.518 2.363
H -1.699 -6.118 -2.008
H -5.511 -4.509 2.544
H -2.190 2.993 -2.988
H -3.468 -6.110 -2.102
H -4.889 3.246 -1.133
*
```

Properties
energy above the lowest of the compared OMol25 structures with the same formula, charge and spin	87.3	kJ/mol
<S²>	3.787
highest occupied orbital energy (alpha / beta)	-10.5 / -10.5	eV
frontier orbital gap (alpha / beta)	7.689 / 8.065	eV